(1)
Molecular formula: C40H78Cl8N4O4
Method: DFT, ωB97M-V/def2-TZVPD

XYZ file:
```
134
Properties=species:S:1:pos:R:3:forces:R:3:mulliken_spin:R:1
C 6.342 7.451 10.075 -0.518 -0.352 -1.120 0.031
C 7.376 7.760 8.985 2.624 0.492 1.244 -0.018
C 8.721 7.141 9.442 0.996 -0.954 0.694 -0.003
C 8.941 5.668 9.138 -1.738 -0.396 0.274 -0.017
C 8.718 5.410 7.661 1.524 0.287 -0.169 0.013
C 7.409 5.975 7.085 1.189 -1.412 0.130 0.015
N 7.064 7.324 7.630 -1.619 -0.744 -0.315 0.348
O 5.948 7.781 7.159 0.788 0.061 0.126 0.555
C 7.585 6.105 5.571 -0.176 0.431 0.395 0.021
C 6.326 4.922 7.396 -0.646 0.813 -0.027 0.029
C 7.770 9.255 8.933 -1.539 0.470 -0.950 0.036
H 6.199 6.375 10.203 0.488 -0.063 0.247 -0.004
H 5.334 7.765 9.799 0.145 0.617 0.101 -0.001
H 6.726 7.921 10.975 -0.401 -0.059 0.156 0.002
H 9.606 7.678 9.091 -0.380 0.153 -0.459 0.006
H 8.822 7.237 10.528 -0.319 0.238 0.059 0.013
H 8.168 5.091 9.664 -0.107 0.074 0.116 -0.002
H 9.848 5.255 9.577 0.360 0.312 -0.454 -0.001
H 8.788 4.338 7.460 -0.405 -0.040 -0.074 -0.001
H 9.577 5.800 7.101 -0.061 0.355 0.013 0.001
H 8.066 5.206 5.188 -0.326 -0.113 -0.120 -0.001
H 6.607 6.307 5.136 0.124 -0.183 -0.337 0.000
H 8.247 6.941 5.341 -0.029 0.060 0.046 -0.003
H 5.414 5.402 7.035 -0.416 -0.414 0.465 -0.002
H 6.420 3.951 6.909 0.484 0.305 -0.516 0.001
H 6.300 4.653 8.453 -0.276 0.453 0.118 -0.003
H 6.955 9.793 8.437 -0.033 0.131 0.074 0.002
H 8.646 9.392 8.305 0.071 -0.089 0.143 -0.016
H 7.929 9.753 9.886 0.037 -0.449 0.202 -0.005
C 12.278 12.668 2.971 0.161 -1.321 1.339 0.015
C 10.930 12.773 3.725 0.222 1.606 -1.607 0.015
C 9.919 12.809 2.571 -0.730 -0.874 -0.467 0.011
C 8.470 12.715 3.001 0.968 0.363 -0.162 -0.013
C 8.312 11.537 3.929 -1.743 1.599 0.743 0.020
C 9.233 11.508 5.164 -0.931 -2.088 -1.327 0.026
N 10.647 11.660 4.669 1.123 1.043 1.466 0.388
O 11.603 11.512 5.554 -1.319 -0.228 -0.921 0.532
C 8.835 12.461 6.254 0.104 1.595 0.598 0.023
C 9.023 10.088 5.723 2.239 0.053 0.379 -0.018
C 10.939 14.181 4.377 -0.693 -0.291 1.460 0.029
H 12.341 11.727 2.422 -0.210 0.178 -0.374 -0.001
H 13.115 12.592 3.667 0.001 0.467 0.075 -0.003
H 12.356 13.545 2.337 0.171 -0.176 -0.155 0.001
H 10.029 13.706 1.960 0.512 -0.030 0.036 -0.001
H 10.145 11.927 1.963 -0.052 0.126 -0.283 -0.005
H 7.769 12.638 2.168 0.210 -0.107 -0.179 0.000
H 8.224 13.671 3.475 -0.226 -0.197 0.373 0.000
H 8.221 10.577 3.424 0.481 0.024 -0.102 -0.008
H 7.311 11.779 4.307 -0.115 -0.873 0.444 0.000
H 8.932 13.508 5.957 0.148 -0.018 -0.052 0.001
H 7.800 12.398 6.595 -0.112 -0.586 -0.421 0.003
H 9.419 12.340 7.170 0.313 -0.149 -0.195 -0.008
H 8.038 9.903 6.141 -0.064 0.068 -0.240 0.011
H 9.391 9.304 5.058 -0.663 0.101 -0.524 -0.021
H 9.793 10.010 6.485 -0.216 -0.114 0.794 0.001
H 11.701 14.845 3.979 -0.022 -0.117 -0.157 -0.001
H 11.078 14.111 5.459 0.519 -0.124 -0.046 -0.001
H 9.964 14.673 4.335 0.016 0.037 -0.465 -0.001
C 9.717 10.124 11.906 -1.635 -1.703 -0.497 0.041
C 10.481 9.749 13.183 -0.479 2.364 -0.630 0.056
C 10.310 10.988 14.090 0.781 0.162 1.033 0.022
C 9.021 11.092 14.910 0.546 -0.954 -0.785 -0.012
C 8.793 9.727 15.561 -0.559 1.010 -0.286 0.018
C 8.755 8.510 14.605 -0.415 -0.038 2.531 0.007
N 10.003 8.511 13.828 -0.365 -0.615 -1.515 0.363
O 10.243 7.443 13.140 -0.055 0.432 0.514 0.542
C 8.764 7.344 15.612 1.328 -1.348 -0.746 0.006
C 7.429 8.456 13.851 -0.197 1.539 -1.249 0.032
C 11.939 9.641 12.778 0.510 -0.422 0.503 -0.038
H 9.811 9.310 11.184 0.547 0.296 -0.291 -0.013
H 9.922 11.103 11.481 0.617 -0.134 0.068 -0.002
H 8.628 10.110 12.024 0.006 0.276 0.536 0.000
H 11.182 11.011 14.756 -0.128 -0.065 0.294 -0.003
H 10.400 11.913 13.520 0.132 -0.282 -0.359 0.000
H 8.240 11.390 14.208 -0.330 0.071 0.368 0.000
H 9.185 11.837 15.687 -0.357 0.190 -0.117 0.000
H 7.855 9.709 16.120 -0.001 0.043 0.058 -0.001
H 9.598 9.671 16.298 0.046 -0.635 -0.056 -0.005
H 8.930 6.387 15.109 -0.201 0.069 -0.268 0.000
H 9.650 7.426 16.245 -0.190 0.172 0.271 0.002
H 7.867 7.203 16.209 -0.086 0.581 -0.040 0.000
H 7.219 9.439 13.412 0.057 0.125 0.115 0.000
H 7.363 7.824 12.966 0.378 -0.630 0.421 -0.008
H 6.571 8.300 14.503 0.254 -0.419 0.211 -0.001
H 12.492 9.217 13.619 0.207 -0.073 -0.138 -0.017
H 12.362 10.626 12.572 -0.208 0.112 0.062 0.003
H 12.096 9.039 11.884 -0.149 -0.209 0.127 0.009
C 16.297 10.216 12.197 -0.857 0.690 -0.921 0.032
C 17.183 8.976 12.106 1.127 0.079 0.974 -0.002
C 17.090 8.236 13.441 -1.370 -0.708 1.279 0.008
C 15.831 7.376 13.566 0.945 -0.101 -0.758 -0.008
C 15.755 6.387 12.413 -0.969 0.454 -0.113 0.004
C 15.909 6.982 10.964 -0.331 -1.285 1.093 -0.036
N 16.836 8.134 10.942 -0.616 0.393 -0.451 0.440
O 16.934 8.739 9.812 0.115 -0.355 0.294 0.504
C 16.496 5.821 10.162 0.645 1.221 -0.940 0.022
C 14.503 7.350 10.468 0.551 1.192 -0.017 0.029
C 18.662 9.382 11.945 -0.028 0.347 -0.048 0.020
H 15.223 10.034 12.076 -0.020 -0.593 0.536 -0.005
H 16.408 10.916 11.364 0.720 -0.109 -0.023 0.005
H 16.448 10.766 13.124 0.113 -0.101 0.024 0.000
H 17.915 7.597 13.765 0.414 0.068 -0.816 -0.003
H 16.983 8.928 14.280 0.430 0.553 -0.356 -0.001
H 14.922 7.981 13.538 0.045 0.123 0.180 -0.003
H 15.873 6.818 14.502 -0.226 0.113 0.083 0.000
H 14.722 6.057 12.551 0.081 -0.661 -0.719 0.001
H 16.401 5.513 12.473 0.208 0.191 0.502 0.001
H 17.502 5.575 10.509 -0.261 -0.406 0.515 -0.002
H 15.785 4.999 10.181 0.276 -0.206 -0.100 0.000
H 16.720 6.163 9.147 -0.579 -0.173 -0.220 0.001
H 14.153 8.134 11.146 -0.528 -0.346 0.198 -0.002
H 14.473 7.852 9.500 0.363 -0.372 -0.215 -0.003
H 13.851 6.480 10.441 -0.060 0.074 0.198 0.000
H 18.754 10.208 11.240 0.138 -0.167 -0.164 0.000
H 19.275 8.536 11.634 -0.145 -0.030 -0.220 -0.007
H 19.092 9.707 12.894 -0.279 0.136 0.096 0.001
Cl 14.545 12.413 9.463 -0.377 -0.183 -0.091 0.001
C 13.793 10.879 8.872 0.004 -0.071 0.627 0.009
C 12.296 10.922 9.122 0.373 0.394 -0.142 -0.009
Cl 11.607 9.300 8.854 0.081 -0.002 -0.170 0.002
H 14.225 10.090 9.485 0.190 -0.013 -0.193 -0.008
H 14.052 10.748 7.828 -0.035 0.038 0.031 -0.001
H 11.827 11.630 8.443 -0.194 -0.132 0.030 0.011
H 12.099 11.189 10.157 -0.087 0.003 -0.043 0.002
C 17.441 10.892 6.463 -0.275 -0.189 -0.011 0.000
Cl 15.816 10.583 5.808 0.108 0.176 -0.150 0.000
Cl 17.328 11.939 7.883 0.375 -0.250 -0.519 0.000
Cl 18.522 11.527 5.203 -0.229 -0.040 0.358 0.000
H 17.794 9.911 6.759 0.249 0.200 0.162 0.001
C 11.169 14.468 10.950 -0.266 -0.291 -0.377 0.000
Cl 11.663 14.549 9.250 0.428 0.102 0.318 0.001
Cl 12.181 13.412 11.959 -0.104 0.397 -0.339 0.000
Cl 9.497 13.886 10.929 -0.158 0.031 0.412 0.000
H 11.192 15.465 11.371 0.026 -0.062 -0.019 0.000
```
Forces are in eV/Å.

Its energy relative to the best compared isomer or geometry (same formula, charge and spin) is 0.000 eV. As for the expectation value of S²: 6.02. The LUMO energy (spin up / spin down) comes out at 0.42 / 0.20 eV. The value obtained for the total energy is -157067.520 eV. As for the spin multiplicity: 5. Its frontier orbital gap (spin up / spin down) is 0.3123 / 0.3554 Ha. The value obtained for the HOMO energy (spin up / spin down) is -8.078 / -9.468 eV.

=====

(2)
Molecular formula: C3H6N2O3
Method: DFT, ωB97M-V/def2-TZVPD

XYZ file:
```
14
Properties=species:S:1:pos:R:3:forces:R:3:mulliken_charge:R:1
C -0.762 -1.934 -0.991 0.317 -0.886 0.652 -0.520
C -0.470 -2.031 0.304 -1.275 0.428 -1.327 -0.494
C -0.350 2.130 0.130 -1.882 0.382 -0.145 0.168
N 0.568 1.749 -0.665 -0.862 1.435 -1.153 -0.515
N 1.569 0.960 -0.182 -0.304 1.244 -0.559 1.223
O 1.363 0.279 0.781 0.091 -1.659 2.095 -0.654
O 2.587 1.087 -0.767 1.829 -0.559 -0.690 -0.558
O -0.658 1.745 1.346 0.329 0.716 0.148 -0.414
H -1.764 -1.645 -1.209 -0.515 0.410 -0.453 0.225
H -0.184 -2.313 -1.810 0.516 0.145 -0.187 0.276
H 0.404 -2.383 0.773 0.981 -0.320 0.224 0.298
H -1.307 -1.728 0.892 -0.087 0.191 1.047 0.213
H -1.094 2.868 -0.234 0.661 -0.594 -0.105 0.348
H 0.098 1.216 1.631 0.200 -0.933 0.454 0.405
```
Forces are in eV/Å.

As for the SMILES: O=[N+]([O-])/N=C\O.C=C. Its energy relative to the best compared isomer or geometry (same formula, charge and spin) is 6.338 eV. The LUMO energy comes out at -0.26 eV. The value obtained for the total energy is -12325.890 eV. Its frontier orbital gap is 0.3645 Ha. The value obtained for the HOMO energy is -10.173 eV.

=====

(3)
Molecular formula: C6H36O15
Method: DFT, ωB97M-V/def2-TZVPD

XYZ file:
```
57
Properties=species:S:1:pos:R:3:forces:R:3:mulliken_charge:R:1
O -8.477 -14.442 -3.003 -0.635 0.668 0.477 -0.661
H -9.315 -14.026 -3.277 0.257 -0.455 -0.208 0.232
H -8.311 -14.007 -2.158 0.433 0.000 -0.041 0.294
O -10.289 -16.618 -1.924 0.216 1.099 1.359 -0.462
H -9.567 -16.112 -1.479 -0.424 -0.776 -0.909 0.186
H -11.076 -16.329 -1.380 0.802 -1.174 -0.540 0.175
O -12.857 -15.429 -6.604 -0.210 0.018 -0.358 -0.736
H -13.116 -14.535 -6.868 0.069 -0.239 0.398 0.294
H -12.520 -15.417 -5.698 0.071 0.248 0.130 0.326
O -9.860 -18.364 -5.869 0.142 0.560 -0.184 -0.489
H -10.255 -18.669 -6.699 -0.162 0.008 0.594 0.269
H -10.398 -18.639 -5.109 -0.133 -0.749 -0.202 0.144
O -10.295 -15.805 -7.569 0.701 -0.498 -0.300 -0.587
H -9.878 -14.962 -7.762 0.005 0.127 0.104 0.285
H -11.216 -15.647 -7.350 -0.527 0.201 0.017 0.289
O -7.576 -16.976 -7.032 1.112 0.562 0.739 -0.641
H -7.421 -17.387 -7.866 0.202 -0.443 -0.833 0.270
H -8.512 -16.998 -6.913 -1.317 0.038 0.045 0.294
O -9.357 -13.635 -5.709 -0.291 0.871 -0.366 -0.695
H -8.659 -13.758 -5.072 0.519 -0.235 0.058 0.346
H -9.981 -14.346 -5.550 -0.054 -0.587 0.199 0.319
O -7.717 -17.110 -3.908 0.575 -1.328 1.414 -0.597
H -7.940 -16.286 -3.507 -0.283 0.995 -0.065 0.340
H -7.879 -17.077 -4.832 -0.137 0.179 -1.355 0.260
O -10.771 -15.875 -4.567 -0.215 -0.491 -1.210 0.343
H -10.516 -16.654 -5.135 0.012 0.829 0.359 0.342
H -10.602 -16.164 -3.666 0.311 -0.230 0.548 -0.158
C -13.282 -17.585 -3.205 0.103 0.901 0.297 0.608
C -12.991 -18.544 -4.336 -0.503 -1.407 -0.660 -0.557
O -11.811 -19.344 -4.095 0.125 1.088 -0.549 -0.506
O -14.578 -17.017 -3.319 -0.658 0.408 -0.180 -0.619
H -12.560 -16.734 -3.201 -0.164 -1.004 0.088 -0.435
H -13.334 -18.078 -2.243 0.980 -0.545 0.188 0.423
H -12.920 -18.018 -5.330 0.434 -0.427 1.056 0.107
H -13.803 -19.281 -4.484 -0.142 0.653 0.273 0.381
H -11.904 -20.041 -3.429 -0.206 0.490 -0.064 0.286
H -14.757 -16.634 -2.446 -0.123 -0.107 -0.543 0.330
C -11.331 -13.876 -0.397 0.218 0.242 0.972 -0.121
C -12.442 -14.649 -1.070 -0.402 -0.093 -0.699 -0.261
O -12.457 -16.019 -0.650 -0.175 0.578 -0.228 -0.585
O -11.409 -12.491 -0.699 0.067 -0.562 0.317 -0.518
H -10.293 -14.298 -0.569 -1.167 0.356 0.041 0.003
H -11.548 -13.938 0.679 0.418 -0.039 -0.126 0.307
H -12.376 -14.627 -2.157 0.221 -0.093 -0.152 -0.100
H -13.426 -14.256 -0.833 0.061 0.624 0.110 0.595
H -12.990 -15.984 0.134 -0.164 -0.660 0.806 0.331
H -11.084 -12.394 -1.586 0.147 0.417 -0.710 0.325
C -8.683 -19.779 -1.205 -0.369 -1.967 -0.407 -0.445
C -8.559 -21.335 -0.980 0.495 1.625 1.222 -0.774
O -9.829 -21.885 -0.597 1.372 -0.187 -1.175 -0.477
O -9.677 -19.527 -2.145 -0.917 1.107 -0.740 -0.257
H -7.777 -19.282 -1.514 0.773 -0.129 0.147 0.322
H -9.080 -19.354 -0.313 0.332 0.329 1.520 0.362
H -7.787 -21.503 -0.200 -0.529 0.299 0.291 0.310
H -8.083 -21.878 -1.750 -0.370 -0.448 -1.636 0.411
H -9.945 -21.422 0.211 -0.902 0.327 1.313 0.292
H -9.880 -18.565 -2.031 0.009 -0.974 -0.644 0.278
```
Forces are in eV/Å.

As for the SMILES: OCCO.OCCO.OCCO.O.O.O.O.O.O.O.O.O. Its energy relative to the best compared isomer or geometry (same formula, charge and spin) is 2.510 eV. The LUMO energy comes out at -0.26 eV. The value obtained for the total energy is -37516.993 eV. Its frontier orbital gap is 0.3454 Ha. The value obtained for the HOMO energy is -9.662 eV.